The following is a quantum chemistry calculation of a molecular structure, C30H35CuN5O8S3 at a distorted geometry, from the OMol25 dataset.

Computed properties:
2S+1: 2
Highest occupied orbital energy (alpha / beta) in eV: -3.21 / -3.21
Charge: -2
Energy in eV: -132656.6992
Relative energy (zero: lowest compared OMol25 entry of this formula, charge and spin) in kcal/mol: 19.4
Gap between HOMO and LUMO (alpha / beta) in eV: 6.77 / 6.29

Geometry (Å):
1 Cu 1.345 1.979 0.714
2 C -0.885 1.923 3.573
3 C 0.591 1.878 3.702
4 N 1.452 1.803 2.701
5 C 2.702 1.887 3.270
6 C 2.591 1.986 4.602
7 N 1.249 1.984 4.861
8 C 3.589 2.142 5.695
9 O 4.823 2.076 5.340
10 O 3.135 2.380 6.827
11 C 3.812 2.026 2.298
12 O 5.024 2.054 2.728
13 O 3.555 2.080 1.072
14 H -1.208 2.881 3.113
15 H -1.427 1.754 4.488
16 H -1.244 1.193 2.813
17 H 0.941 1.991 5.829
18 H 5.012 2.016 3.746
19 C 1.528 5.839 -1.159
20 C 1.331 4.346 -1.024
21 C 0.049 4.003 -1.782
22 C 1.169 3.942 0.471
23 H 1.603 6.130 -2.213
24 H 2.385 6.249 -0.581
25 H 0.613 6.411 -0.801
26 H 2.204 3.829 -1.445
27 H -0.620 4.882 -1.914
28 H -0.481 3.220 -1.272
29 H 0.326 3.729 -2.804
30 H 0.190 4.358 0.870
31 H 2.007 4.351 1.000
32 S -2.641 0.364 -3.928
33 C -1.080 0.993 -3.853
34 N -0.201 0.605 -2.924
35 C 1.152 1.079 -2.914
36 C 1.688 1.436 -4.295
37 C 0.683 2.318 -5.034
38 N -0.630 1.703 -4.877
39 H -0.511 0.091 -2.111
40 H 1.787 0.288 -2.592
41 H 1.252 1.906 -2.260
42 H 1.924 0.553 -4.891
43 H 2.616 1.970 -4.207
44 H 0.925 2.324 -6.073
45 H 0.716 3.324 -4.644
46 H -1.335 1.834 -5.536
47 N -2.130 1.017 0.389
48 C -2.665 -0.249 0.669
49 C -2.100 -1.140 1.581
50 C -2.628 -2.425 1.754
51 C -3.799 -2.779 1.112
52 C -4.391 -1.902 0.253
53 C -3.892 -0.616 0.086
54 S -4.513 -4.436 1.321
55 O -3.441 -5.278 1.835
56 O -4.978 -4.910 0.020
57 O -5.610 -4.158 2.296
58 H -2.282 1.416 -0.515
59 H -1.130 1.062 0.643
60 H -1.127 -0.877 1.989
61 H -2.154 -3.147 2.409
62 H -5.251 -2.202 -0.284
63 H -4.368 0.078 -0.604
64 C -1.696 -6.892 -0.712
65 C -0.355 -7.412 -1.185
66 O -0.217 -8.284 -1.995
67 S 1.138 -6.853 -0.263
68 C 0.936 -5.103 -0.294
69 C 0.860 -4.407 -1.515
70 C 0.736 -3.026 -1.564
71 C 0.746 -2.318 -0.340
72 C 0.804 -3.005 0.866
73 C 0.908 -4.384 0.900
74 C 0.746 -0.909 -0.275
75 C 0.902 0.293 -0.142
76 H -2.223 -7.701 -0.224
77 H -2.275 -6.618 -1.588
78 H -1.664 -6.072 0.078
79 H 0.883 -5.044 -2.378
80 H 0.645 -2.497 -2.486
81 H 0.895 -2.386 1.768
82 H 0.984 -4.947 1.818

=====

The following is a quantum chemistry calculation of a single C6H4O5 molecule at a distorted geometry, from the OMol25 dataset.

Computed properties:
Highest occupied orbital energy in eV: -8.73
SMILES: O=Cc1oc(CO)c2ooc12
Energy in eV: -16513.9308
Relative energy (zero: lowest compared OMol25 entry of this formula, charge and spin) in kcal/mol: 229.0
Gap between HOMO and LUMO in eV: 7.60

Geometry (Å):
1 O -2.763 2.775 -0.372
2 C -3.035 1.585 -0.316
3 C -2.164 0.487 -0.143
4 O -0.805 0.706 0.167
5 C -0.081 -0.263 0.604
6 C 1.369 -0.272 0.288
7 O 1.663 -0.003 -1.054
8 C -1.197 -1.742 0.194
9 O -2.031 -2.801 0.350
10 O -3.106 -2.012 0.050
11 C -2.303 -0.912 -0.062
12 H -3.981 1.178 -0.652
13 H 1.995 0.406 0.880
14 H 1.689 -1.205 0.646
15 H 1.744 -0.751 -1.624